1.
Formula: C32H57O5Si4TeTl
Source: the OMol25 dataset
Level of theory: ωB97M-V with the def2-TZVPD basis set

Structure (ORCA input):
```
! wB97M-V def2-TZVPD RIJCOSX def2/J DEFGRID3
* xyz -2 1
Tl -1.491 1.236 0.509
Te -0.245 1.656 3.130
Si -2.001 1.443 5.154
Si 2.119 1.220 5.633
Si 0.055 -2.143 5.364
Si 0.125 0.154 5.002
O 1.779 0.150 -8.206
O 2.051 -1.080 -6.326
O -0.027 1.320 -3.437
O -0.498 -1.489 -8.979
O -0.767 0.722 -9.057
C 3.520 0.065 5.124
C -2.024 -1.646 1.205
C -0.489 -0.271 -8.397
C -2.697 -1.765 -0.044
C -0.202 -0.092 -3.694
C -3.469 0.414 4.563
C 2.233 -0.742 -1.186
C 1.340 -0.411 -7.061
C 0.070 -2.732 -8.495
C -2.491 3.254 4.849
C -1.313 -0.277 -4.748
C -0.691 3.440 -4.348
C 2.347 0.068 0.963
C 2.388 -1.116 0.176
C -1.570 -2.887 4.768
C -2.393 1.974 -3.133
C -0.345 1.274 -6.361
C 2.084 1.434 7.500
C 3.195 0.102 -8.398
C -0.149 -0.169 -6.905
C 0.205 -2.304 7.240
C -1.778 -2.285 -0.995
C 1.494 -3.007 4.517
C 2.065 0.671 -1.238
C -1.445 1.176 -5.280
C -0.677 -2.086 1.015
C -0.823 -1.159 -5.906
C -0.544 -2.503 -0.326
C -1.134 2.006 -4.017
C -1.837 1.263 7.028
C 2.125 1.175 0.091
C 2.428 2.903 4.825
H -1.598 -3.941 5.082
H -2.447 -2.388 5.199
H 2.474 0.109 2.045
H -0.962 1.789 7.435
H 1.436 -4.081 4.752
H -1.671 -2.863 3.675
H 3.070 1.826 7.797
H 2.468 -2.638 4.861
H 1.109 -1.811 7.625
H -3.207 2.522 -3.651
H -4.359 0.779 5.100
H -0.665 -1.879 7.761
H 1.911 0.482 8.021
H 0.266 -3.378 7.477
H -2.194 -0.674 -4.199
H -1.772 3.949 5.303
H 2.539 -2.123 0.559
H 3.422 3.254 5.144
H 3.354 0.744 -9.264
H 0.598 1.654 -5.914
H -2.273 2.435 -2.141
H -3.674 0.525 3.488
H -3.364 -0.655 4.783
H 1.891 1.263 -2.130
H -1.672 -1.653 -6.400
H -1.132 4.148 -3.637
H 1.464 -2.896 3.424
H 2.417 2.867 3.726
H -0.466 -0.617 -2.746
H 0.407 3.497 -4.308
H 0.351 -2.898 -0.774
H -0.617 1.941 -7.190
H 1.313 2.152 7.809
H 3.526 -0.927 -8.594
H -3.741 -1.517 -0.212
H 2.233 -1.416 -2.042
H 4.468 0.534 5.432
H 0.791 -0.448 -4.038
H -1.805 0.217 7.365
H 3.456 -0.912 5.621
H 1.157 -2.640 -8.358
H 3.714 0.491 -7.512
H -2.743 1.731 7.447
H 0.107 -2.078 1.764
H -0.130 -3.440 -9.307
H 1.689 3.650 5.144
H -1.034 3.717 -5.363
H -2.465 -1.305 2.140
H -2.434 1.394 -5.724
H 2.033 2.220 0.386
H -2.799 0.966 -2.911
H -0.423 -3.073 -7.575
H -2.593 3.516 3.787
H -3.466 3.421 5.333
H -1.984 -2.486 -2.045
H -0.065 -1.900 -5.610
H 3.569 -0.109 4.039
*
```

Summary:
M = 966.1 g mol⁻¹
total energy = -87842.917 eV
LUMO energy = 0.13120 hartree

=====

2.
Formula: C34H64B2BrClN5O9
Source: the OMol25 dataset
Level of theory: ωB97M-V with the def2-TZVPD basis set

Structure (ORCA input):
```
! wB97M-V def2-TZVPD RIJCOSX def2/J DEFGRID3
* xyz 1 1
Br 1.941 5.836 4.500
Cl -3.368 4.288 1.934
O 3.554 -8.119 -1.654
O -4.030 -6.584 -3.923
O 1.558 -7.843 -0.601
O -3.955 -1.119 -2.034
O 3.690 6.041 -0.569
O -6.001 -5.451 -3.982
O 1.737 -8.147 -2.848
O -6.012 -7.582 -4.412
O 0.166 0.898 4.522
N 0.286 0.433 2.032
N -0.489 1.102 -1.658
N -0.300 4.393 0.866
N 2.196 4.475 1.483
N 1.391 4.820 -0.746
C -5.227 -6.543 -4.081
C -5.297 -8.796 -4.641
C 4.463 2.746 1.581
C 0.163 3.466 -2.553
C -3.014 -3.041 -0.492
C -0.124 -6.583 -2.925
C 1.189 -0.714 2.443
C 0.314 -8.034 -2.981
C 3.457 4.356 -2.557
C -0.195 -1.899 -0.921
C -2.453 6.850 3.127
C 4.197 -7.913 -0.398
C 2.778 4.117 3.896
C -5.314 -4.233 -3.670
C -1.113 -0.144 1.998
C 2.214 -8.026 -1.600
C -0.617 3.519 2.008
C -1.150 0.093 -2.539
C 4.664 2.319 0.019
C -1.776 4.233 2.904
C -1.430 -1.209 -1.607
C 0.325 4.888 -1.822
C 1.858 3.556 6.402
C 2.048 3.481 2.581
C -2.867 -1.788 -1.386
C -0.368 -3.150 -0.013
C 2.813 3.137 5.168
C -1.807 -3.719 0.199
C 3.023 2.240 2.149
C -1.361 5.684 3.459
C -4.625 -3.667 -4.897
C -0.951 2.499 -1.908
C 1.099 4.557 0.549
C 0.564 3.045 2.958
B 0.350 1.415 3.164
B 2.813 5.077 -1.237
H -4.714 -8.715 -5.562
H 3.888 3.172 5.597
H -0.195 -8.638 -2.226
H -1.856 2.522 -2.628
H -0.850 5.260 0.811
H -3.464 6.661 3.614
H -3.832 -4.333 -5.246
H -6.027 -9.597 -4.761
H 0.747 5.609 -2.624
H -2.515 6.951 1.977
H -4.057 -3.464 -0.302
H 0.056 -8.453 -3.957
H 4.682 3.845 1.776
H 2.111 -0.329 3.024
H 0.083 -6.146 -1.945
H 2.703 4.448 -3.430
H -0.143 3.649 -3.654
H 5.354 3.072 -0.521
H 3.786 -8.570 0.372
H -4.183 -2.693 -4.677
H 5.255 -8.148 -0.521
H 3.876 4.398 3.668
H -4.611 -4.385 -2.846
H 3.665 2.189 -0.517
H -1.706 0.016 2.965
H -5.335 -3.559 -5.721
H 3.271 1.547 3.017
H -4.650 -9.042 -3.797
H 1.871 2.646 7.120
H -2.160 0.408 -2.959
H -0.414 6.015 2.883
H 3.703 3.253 -2.405
H 0.524 -3.656 0.488
H 2.608 5.372 1.758
H 2.551 1.677 1.254
H 0.342 3.476 4.010
H -1.171 5.639 4.593
H -1.974 -4.636 0.867
H 0.618 -1.389 3.190
H -0.457 -0.249 -3.379
H -1.144 2.579 1.580
H -1.066 -1.264 1.783
H 2.601 2.039 4.957
H 0.526 0.991 -1.766
H -2.012 7.861 3.478
H 0.765 3.709 6.121
H -2.010 3.567 3.812
H 5.287 2.157 2.141
H 1.012 0.564 4.888
H 1.460 -1.272 1.487
H -4.559 -0.723 -1.364
H 4.426 4.879 -2.906
H -1.194 -6.494 -3.121
H -1.376 2.885 -0.902
H 0.424 -5.988 -3.660
H 0.847 -1.464 -1.064
H 1.138 2.859 -2.612
H -0.648 5.358 -1.467
H -1.679 0.426 1.172
H 3.325 6.939 -0.786
H -6.071 -3.526 -3.321
H 4.105 -6.867 -0.100
H 2.293 4.420 7.034
H 5.168 1.284 0.028
*
```

Summary:
M = 823.9 g mol⁻¹
total energy = -146080.751 eV
LUMO energy = -0.13475 hartree